159
Properties=species:S:1:pos:R:3:forces:R:3:mulliken_charge:R:1 method="wB97M-V/def2-TZVPD" max_force_ev_per_a=2.25 charge=-1 homo_lumo_gap_ev=10.0 relative_energy_kcal_mol=0.0 molar_mass_g_mol=1627.80
C -0.063446 -1.491946 -0.380915 0.1665 0.9608 -1.1159 -0.430
F -0.382106 -2.598083 -1.054969 -0.1309 -0.6554 -0.2241 0.075
F -1.185170 -1.033046 0.162768 -0.3723 0.1651 0.5106 -0.042
F 0.804056 -1.811760 0.557308 0.1230 -0.1885 0.6381 0.045
S 0.689421 -0.254991 -1.540493 0.6762 0.4616 -0.7174 1.376
O 1.840688 -1.001376 -2.030489 -0.2516 0.0033 0.2361 -0.589
O -0.303078 0.051591 -2.558739 -0.2119 -0.5563 0.2532 -0.310
O 1.011868 0.887016 -0.714046 -0.1399 -0.2383 0.4730 -0.170
C -4.166330 -4.288909 -0.489939 0.0321 -0.2076 -0.9250 -0.149
O -4.819231 -3.538257 0.514730 -0.2525 0.5485 -0.1294 -0.262
P -4.880796 -4.156556 1.971910 -0.1738 0.3924 -0.1679 0.843
O -5.350659 -5.537157 2.016635 0.2375 -0.3178 0.1884 -0.782
O -3.446510 -3.899075 2.559326 -0.2261 -0.4303 0.2461 0.029
C -2.968743 -2.567017 2.708037 0.9352 0.4817 -0.5931 -0.501
O -5.774918 -3.086585 2.705724 -0.8326 -0.1369 0.3594 -0.340
C -7.099214 -3.453620 3.181018 0.5730 -0.5264 0.3556 -0.751
H -4.142870 -5.333809 -0.185880 0.2741 -0.1133 -0.2263 0.410
H -3.184149 -3.880956 -0.737071 0.1547 -0.1154 0.5556 -0.158
H -4.704338 -4.201858 -1.438252 -0.3683 0.0215 0.3227 0.098
H -3.611731 -1.811004 2.258581 -0.3252 -0.1457 0.2345 0.433
H -2.029022 -2.488516 2.153835 0.0265 -0.1621 0.1986 -0.030
H -2.769398 -2.363849 3.753667 -0.1737 0.0120 0.1319 0.304
H -7.317955 -4.504370 2.971890 0.0565 0.2149 -0.3922 0.331
H -7.825354 -2.791220 2.726611 -0.0477 0.0810 0.0373 0.244
H -7.094077 -3.399885 4.273374 -0.0319 0.4590 -0.1771 0.252
C -5.074866 6.029491 -1.774222 0.4310 0.0057 -0.1860 -0.716
O -4.658746 4.790697 -1.184901 -0.4684 0.4923 0.5417 -0.314
P -3.428456 4.009653 -1.755903 0.7106 -0.0982 -0.0864 1.278
O -3.557329 3.509170 -3.105668 0.0928 -0.1718 -1.2412 -0.733
O -2.174015 4.973127 -1.585878 -0.2367 0.2254 -0.0971 -0.145
C -1.999794 5.639452 -0.338116 0.3255 0.3595 0.6065 -0.832
O -3.249907 2.934850 -0.653345 -0.0529 -1.0671 1.4458 -0.453
C -2.329489 1.824738 -0.771817 0.3433 -0.2240 -1.1224 0.114
H -4.297242 6.485042 -2.397483 0.0260 -0.2772 0.0174 0.311
H -5.267250 6.730945 -0.965761 -0.3249 -0.1054 0.0182 0.259
H -5.941927 5.833173 -2.397420 -0.1567 0.1524 0.1050 0.282
H -2.088842 6.717709 -0.483901 0.1223 -0.0463 -0.1429 0.364
H -1.014372 5.402767 0.062134 0.0435 0.0544 -0.1499 0.211
H -2.722486 5.365237 0.435816 -0.1079 -0.2706 -0.3139 0.339
H -2.846563 0.879251 -0.968939 -0.3265 0.3788 0.1755 0.216
H -1.704438 1.689528 0.109749 -0.2734 0.4682 0.1445 0.103
H -1.672935 1.967223 -1.639113 -0.0707 0.0555 0.2906 -0.354
C 2.855247 -6.381219 2.626548 -0.6051 0.4710 -0.7037 -0.747
O 1.524200 -5.922481 2.230382 1.0005 -0.3578 -0.1808 0.078
P 0.242246 -6.375133 3.000345 -0.5966 0.7059 0.3690 0.080
O 0.321762 -6.369528 4.455169 0.0157 -0.1251 0.4234 -0.739
O -0.837534 -5.360836 2.444746 0.2740 -0.1522 -0.0498 0.613
C -0.963048 -5.235842 1.030861 -1.3181 0.6420 -0.6524 -0.345
O -0.141234 -7.764755 2.352212 -0.0709 -0.3548 -0.1366 -0.283
C -1.318638 -8.453170 2.786783 -0.1549 -1.1839 0.3172 -0.791
H 3.379541 -5.529975 3.051912 -0.0516 -0.1001 0.3103 0.217
H 3.365723 -6.649319 1.703070 -0.0409 -0.1978 0.0718 0.234
H 2.782033 -7.225110 3.303044 0.1184 0.0142 0.1435 0.313
H -0.660806 -6.117401 0.469572 0.3635 -0.0219 0.1583 0.571
H -0.485800 -4.327287 0.662912 0.5015 -0.2690 0.1825 0.038
H -2.027732 -5.076554 0.809993 0.2767 -0.2382 0.3135 -0.201
H -1.804775 -8.062497 3.682912 0.2476 0.5430 -0.1960 0.351
H -1.038355 -9.481679 3.058356 0.1602 0.2895 -0.1908 0.267
H -2.043297 -8.538730 1.975905 0.1235 0.3609 -0.0454 0.285
C -3.475812 -0.134031 -4.542361 0.0801 0.6403 -0.6733 -0.412
O -4.409026 -1.170731 -4.240343 -0.2234 0.0123 0.5070 -0.292
P -4.323719 -2.568894 -4.950398 -0.1329 0.3660 0.1194 0.918
O -4.562051 -2.609063 -6.387902 0.2308 -0.2244 -0.1741 -0.751
O -2.926046 -3.186591 -4.515809 -0.0915 -0.0203 -0.2030 -0.289
C -2.340817 -2.774912 -3.277758 0.2410 0.0274 0.4322 -0.550
O -5.402670 -3.334721 -4.068671 -0.0237 0.3021 0.1738 -0.307
C -5.440282 -4.739121 -4.249527 0.0108 -0.5343 -0.2389 -0.653
H -3.087218 0.335881 -3.641497 -0.0617 -0.3315 0.2048 -0.057
H -3.997181 0.643586 -5.102936 0.0300 -0.0963 -0.0337 0.381
H -2.650559 -0.506075 -5.150848 0.0257 0.0082 0.0773 0.292
H -1.673774 -1.936990 -3.466841 0.1329 -0.0486 0.1218 -0.045
H -1.790225 -3.611191 -2.853097 0.1423 -0.0781 -0.2971 0.519
H -3.072851 -2.475635 -2.524804 -0.2081 0.0645 -0.2470 0.340
H -5.206691 -5.215622 -3.300312 -0.0100 -0.1175 0.0148 0.186
H -4.723613 -5.065838 -5.005150 0.0395 -0.0479 0.0697 0.331
H -6.425394 -5.052142 -4.586863 -0.1347 0.1285 0.0835 0.278
C 0.396256 3.076085 -3.212070 -0.6673 -0.5863 0.1455 0.784
O 1.076304 4.250108 -3.651280 -0.1172 0.3518 0.1916 -0.014
P 2.234826 4.149976 -4.696692 -0.5297 0.3777 -0.6528 1.069
O 3.303612 3.202239 -4.417063 0.4759 -0.1169 -0.3298 -0.645
O 1.441459 3.861208 -6.050307 0.0760 0.2749 0.2242 -0.380
C 2.139422 3.158455 -7.067913 -0.2124 -0.7450 -0.7413 -0.488
O 2.709219 5.650128 -4.830785 0.0152 0.3007 0.3316 -0.455
C 1.773902 6.740659 -4.844794 -0.2322 0.2780 0.2386 -0.715
H 0.758862 2.161927 -3.686065 0.2103 0.1853 0.0233 -0.314
H -0.666692 3.156482 -3.445215 0.0626 0.2071 -0.1011 0.194
H 0.500581 2.975337 -2.133700 0.1749 0.0269 -0.0283 -0.473
H 1.652176 2.192798 -7.168938 0.1771 -0.1367 0.0110 0.011
H 3.186544 3.015120 -6.821024 0.0599 -0.0324 0.0486 0.307
H 2.050662 3.632693 -8.047113 -0.0718 0.4824 0.2711 0.264
H 1.888923 7.368745 -3.955377 0.2940 -0.3174 -0.0099 0.286
H 0.738904 6.397126 -4.837238 0.0992 -0.1062 -0.2283 0.270
H 1.965648 7.371076 -5.712378 0.0263 -0.2373 -0.1011 0.275
C 3.248093 3.025433 -1.547350 -0.3888 -0.0053 0.5107 -0.845
O 4.594571 2.896885 -0.991483 -0.5095 0.2965 -0.4625 0.268
P 5.355848 4.269276 -0.724650 -0.1170 -0.4049 -0.3836 0.786
O 4.682751 5.206643 0.154751 -0.4332 0.5263 0.2120 -0.703
O 6.770559 3.789637 -0.209613 0.2359 -0.3249 0.0728 -0.374
C 6.886367 3.331703 1.145168 -0.4787 0.3740 0.5299 -0.566
O 5.658853 4.840325 -2.172173 0.4800 -0.4857 -0.1772 -0.374
C 6.315432 3.969624 -3.115933 0.4828 0.0132 -0.9878 -0.592
H 2.980184 2.100198 -2.054662 0.3545 -0.0193 0.1339 0.340
H 3.133579 3.835910 -2.272512 0.5825 -0.1333 0.4689 0.272
H 2.528177 3.184927 -0.737507 0.3101 -0.0567 0.0308 0.254
H 5.961057 3.474004 1.717287 -0.0189 0.0069 -0.3488 0.230
H 7.630674 3.935604 1.665572 0.2180 -0.1734 -0.2585 0.281
H 7.117425 2.274923 1.159796 0.2518 -0.1170 -0.1078 0.197
H 5.855570 4.068456 -4.104627 -0.3111 0.1666 0.4000 0.187
H 6.289977 2.907049 -2.870374 -0.2693 0.1691 0.3878 0.218
H 7.369781 4.244323 -3.257142 -0.2209 0.1870 0.4636 0.340
C 0.809219 4.692837 5.896196 -0.8660 -0.2864 2.0552 -0.792
O 0.540199 4.040212 4.682723 0.0224 0.0141 -0.4333 -0.123
P 0.470934 4.999164 3.410511 -0.5154 -0.3391 -0.2425 0.642
O 1.712589 5.673090 3.096738 0.4885 0.4008 -0.0370 -0.684
O -0.163061 4.044448 2.337249 0.0736 -0.8841 -0.6360 0.181
C 0.637837 3.035877 1.670549 0.8723 -0.0064 -0.4391 -0.154
O -0.733857 5.989143 3.678624 -1.0628 -0.4034 0.2375 -0.394
C -2.108123 5.471702 3.790395 0.4825 1.0341 0.5819 -0.570
H 1.240111 5.686076 5.834007 0.2871 0.0045 -0.4008 0.358
H 1.398387 4.052161 6.554650 0.4381 0.0157 -0.4403 0.165
H -0.131879 4.779505 6.469407 0.0819 0.2182 -0.3695 0.296
H 1.676323 3.057844 2.020934 -0.2596 0.0763 0.1354 0.431
H 0.696391 3.220605 0.593976 -0.3194 0.3059 0.1965 -0.365
H 0.260241 2.018088 1.773264 -0.3656 0.2855 0.4432 0.213
H -2.588971 6.041324 4.597046 0.2201 0.0281 -0.2565 0.294
H -2.167891 4.427708 4.093133 0.2875 -0.0913 -0.4360 0.303
H -2.622234 5.705283 2.858542 0.0619 -0.3932 0.0330 0.151
C 1.830920 -2.454003 4.005952 -0.6456 -0.6560 -0.7185 -0.324
O 1.635236 -1.559804 5.090706 0.3488 0.6393 -0.1306 -0.166
P 2.392292 -1.873631 6.438380 0.2343 -0.2027 0.1150 1.078
O 3.706841 -2.504100 6.282923 -0.0095 -0.1537 -0.0347 -0.728
O 2.389865 -0.473021 7.152286 -1.0283 -0.8936 0.6815 -0.368
C 3.347031 0.456838 6.799468 1.3187 1.5932 -0.2609 -0.495
O 1.348182 -2.642267 7.320117 -0.1726 -0.7670 0.3849 -0.360
C 1.501853 -4.026640 7.731851 0.3512 0.2280 0.0080 -0.617
H 2.745067 -3.027972 4.125030 -0.0113 -0.1535 0.0951 0.378
H 1.872138 -1.961460 3.038767 0.1060 0.6421 0.2899 -0.128
H 0.941367 -3.077664 3.955883 0.1079 -0.5015 0.0801 0.228
H 3.915188 0.178780 5.912918 -0.1372 0.0067 -0.1727 0.295
H 4.085249 0.619077 7.591654 -0.1665 -0.3198 0.1363 0.253
H 2.856936 1.418126 6.651313 -0.0493 -0.0062 -0.2573 0.083
H 1.788589 -4.053686 8.787284 -0.2819 0.1130 -0.1037 0.260
H 2.287813 -4.553355 7.186465 -0.0855 0.3133 -0.2141 0.301
H 0.553563 -4.524850 7.553481 -0.0224 0.0569 0.0879 0.257
C 1.107541 -0.502874 -5.497381 0.2696 0.4958 -0.6561 1.149
Cl -0.204222 0.059231 -6.562998 -0.0446 0.0397 0.2324 -0.178
Cl 2.651719 -0.229034 -6.353259 -0.0010 -0.3363 0.2185 -0.144
Cl 0.874364 -2.165150 -5.070834 -0.0408 -0.2473 0.0549 0.014
H 1.143385 0.121354 -4.617959 -0.2170 -0.1051 0.2322 -1.069
C 2.102319 -4.310934 -2.407945 -0.0653 -0.0849 -0.3793 1.456
Cl 2.589294 -5.366308 -1.080304 -0.0359 0.1673 0.0712 -0.121
Cl 0.937569 -5.154111 -3.446670 -0.1289 -0.1401 -0.0397 -0.144
Cl 3.478328 -3.782077 -3.364003 0.1221 -0.0386 0.1745 -0.092
H 1.584055 -3.438914 -2.039579 0.1995 0.1758 0.2323 -1.288
C 4.178394 -0.344709 0.409755 0.1554 -0.0232 -0.1999 0.685
Cl 3.886180 -1.889341 1.224507 0.0522 0.0789 -0.0167 -0.113
Cl 5.906845 -0.170546 0.074410 0.1133 0.0321 0.0268 -0.167
Cl 3.583051 1.023039 1.349874 0.0323 -0.3300 0.0470 -0.040
H 3.687446 -0.393356 -0.556087 -0.2878 0.1565 0.0981 -0.428


40
Properties=species:S:1:pos:R:3:forces:R:3:mulliken_charge:R:1 method="wB97M-V/def2-TZVPD" max_force_ev_per_a=1.95 homo_lumo_gap_ev=2.8 molar_mass_g_mol=266.26
C 1.083566 -1.992656 0.487400 0.0304 -0.9099 -0.7144 0.729
C 0.509208 -1.787661 -0.552400 -0.9717 0.5497 -0.0451 -1.046
P -0.613973 -1.527120 -1.874282 0.4059 -0.3257 0.7153 0.219
C -2.304219 -2.117337 -1.497663 -0.6243 0.7392 0.2226 -0.706
C -3.094648 -0.941384 -0.826245 0.4206 -1.0381 0.0922 -0.896
C -2.583307 -0.614032 0.591837 -0.9254 0.6515 0.1680 -0.555
C -2.374873 0.883383 0.846625 0.7713 -0.0291 0.1212 -1.117
C -0.996537 1.394456 0.355834 -0.4975 0.6774 0.2040 0.855
C -0.254978 2.159212 1.466396 -0.1126 0.4348 -0.4870 -0.740
C 1.164121 2.533971 1.034073 0.1909 -0.2863 -0.0988 -1.095
C 2.113768 1.333541 0.946360 -0.1120 -0.1956 0.3438 0.909
C 2.329909 0.621134 2.298438 0.2023 0.2521 -0.0901 -1.087
P 0.303346 -2.585377 -3.642671 0.8791 -0.6304 -1.6277 0.294
O 1.600433 -1.629384 -3.959218 -1.3569 -0.1659 0.9602 -0.399
O 1.002720 -3.884460 -2.893165 -0.8483 1.0869 0.2516 -0.391
H 1.624550 -2.453801 1.281189 0.1562 0.4578 0.3175 0.579
H -0.727062 -0.150069 -2.171991 0.1270 -0.2470 0.1202 0.198
H -2.313085 -2.995006 -0.847338 0.4227 0.1094 0.0425 0.426
H -2.848343 -2.413215 -2.400868 0.5262 0.0907 -0.2513 0.463
H -4.118302 -1.314035 -0.747739 -0.0200 0.2268 -0.1534 0.411
H -3.101897 -0.086521 -1.507485 0.0499 0.0501 0.1753 0.443
H -1.671209 -1.151155 0.861930 -0.0240 0.0296 -0.1636 0.302
H -3.352364 -0.953303 1.293591 0.1303 -0.1622 -0.0587 0.416
H -2.418648 1.041385 1.928540 0.0006 -0.0169 -0.0683 0.515
H -3.159972 1.522248 0.431088 -0.1647 -0.3803 -0.0669 0.385
H -0.368362 0.603929 -0.064201 -0.0613 -0.0425 0.2857 -0.915
H -1.149534 2.131413 -0.443228 0.0931 -0.2192 -0.1146 0.341
H -0.827736 3.085641 1.614828 0.0237 -0.1235 0.1626 0.384
H -0.312818 1.616070 2.415069 0.2087 -0.0824 -0.1139 0.427
H 1.594302 3.312163 1.670138 -0.0232 -0.1528 0.0915 0.311
H 1.094168 2.985759 0.036076 0.0974 0.0300 0.0931 0.322
H 1.709387 0.627629 0.202121 0.1045 0.0773 0.1204 -0.500
H 3.105300 1.668610 0.590449 -0.0778 0.3598 -0.2870 -0.037
H 2.464073 -0.460013 2.170218 -0.0366 0.0896 0.1376 0.166
H 3.254337 0.992551 2.751124 -0.0529 -0.0281 -0.0588 0.391
H 1.540825 0.802348 3.037398 -0.0532 -0.2085 -0.1590 0.242
H 1.747747 -1.035517 -3.206855 0.8730 0.0890 -0.2313 0.386
H 0.483909 -4.084982 -2.099753 0.4229 -0.4948 0.1295 0.339
O 4.717592 2.757307 0.049195 -0.3738 -0.3364 0.0716 -1.086
H 5.159846 1.918120 0.229871 0.1997 0.0739 -0.0364 0.122


9
Properties=species:S:1:pos:R:3:forces:R:3:mulliken_charge:R:1 method="wB97M-V/def2-TZVPD" max_force_ev_per_a=5.36 charge=+1 smiles=[NH3+]C1(O)OO1 homo_lumo_gap_ev=12.4 relative_energy_kcal_mol=33.6 molar_mass_g_mol=78.05
C 0.484979 -0.086266 0.015651 -0.2205 -4.5930 -2.5704 0.625
N -0.832115 0.536280 -0.110385 -1.3801 -1.2774 2.6238 -0.264
O 1.513421 0.410697 0.675033 -0.3806 0.3382 1.3927 -0.194
O 1.444225 0.486952 -0.797356 -0.6895 -0.5934 -0.2040 -0.181
O 0.153112 -1.576188 -0.044144 0.8871 5.2728 0.3384 -0.409
H -1.316058 0.388232 -0.975307 -0.1409 -0.6290 -1.0214 0.359
H -0.871754 1.478210 0.089565 0.9437 3.5160 -0.1154 0.331
H -1.464785 0.268744 0.680209 0.3595 -1.0149 -0.7111 0.374
H 0.888977 -1.906658 0.466735 0.6214 -1.0192 0.2673 0.359


In the order shown, the computed electronic energy values come out to -11316.50050 -1341.70212 -320.54968 Eh.